Formula: C43H78ClN2O15P2
Source: the OMol25 dataset
Level of theory: ωB97M-V with the def2-TZVPD basis set

The HOMO-LUMO gap comes out at 5.70 eV.

Structure (ORCA input):
```
! RIJCOSX wB97M-V def2-TZVPD def2/J DEFGRID3
* xyz 1 1
C 2.503 0.510 1.643
C 3.712 0.285 0.917
C 4.978 -0.020 -0.132
C 4.748 0.976 -1.414
C 3.913 0.262 -2.671
C 2.320 0.136 -2.218
C 1.354 1.418 -2.651
C 1.846 2.727 -3.506
C 2.708 3.832 -2.656
C 1.951 4.410 -1.312
Cl 2.889 5.325 -3.803
C -0.250 1.402 -2.196
C -1.322 2.605 -2.503
O -2.317 2.431 -3.385
O -1.198 3.894 -1.745
P -1.936 3.766 -0.173
C -3.832 3.921 -0.351
C -1.220 5.005 1.091
C -0.776 0.065 -1.371
P -2.637 0.034 -0.899
N -3.146 -1.370 -0.265
C 0.310 -1.146 -1.012
N 1.788 -1.093 -1.451
C 2.641 -2.297 -1.084
C 1.886 -3.747 -1.269
C 2.937 -5.040 -1.309
O 3.482 -5.379 0.026
H 1.753 1.014 2.414
H 5.959 0.305 0.424
H 5.092 -1.155 -0.394
H 5.784 1.405 -1.799
H 4.027 1.846 -1.032
H 4.051 1.019 -3.584
H 4.385 -0.749 -3.023
H 0.927 3.299 -4.006
H 2.499 2.349 -4.430
H 3.832 3.487 -2.454
H 2.776 4.974 -0.670
H 1.222 5.272 -1.701
H 1.351 3.608 -0.706
H -4.365 3.687 0.666
H -4.173 3.059 -1.102
H -4.153 4.939 -0.847
H -1.242 6.128 0.762
H -1.888 4.941 2.077
H -0.136 4.668 1.436
H -3.383 0.200 -2.153
H -2.952 1.065 0.076
H -2.320 -2.005 -0.202
H -0.146 -2.050 -0.390
H 3.629 -2.359 -1.750
H 3.037 -2.275 0.037
H 1.138 -3.800 -2.169
H 1.249 -3.910 -0.273
H 2.364 -5.968 -1.792
H 3.851 -4.770 -1.993
H 2.756 -5.593 0.682
O 2.534 -5.845 3.102
C 2.177 -7.017 3.229
O 1.697 -7.706 2.169
C 1.421 -9.117 2.169
C 0.043 -9.399 2.736
C 2.189 -7.673 4.577
H 2.211 -9.672 2.682
H 1.448 -9.438 1.122
H -0.038 -9.078 3.778
H -0.184 -10.468 2.685
H -0.721 -8.849 2.177
H 1.287 -7.385 5.124
H 3.071 -7.325 5.126
H 2.263 -8.758 4.540
O -5.644 3.970 2.346
C -6.757 4.435 2.096
O -6.926 5.285 1.058
C -8.201 5.743 0.577
C -8.691 6.930 1.383
C -7.924 4.134 2.987
H -8.926 4.925 0.545
H -8.045 6.057 -0.461
H -8.844 6.668 2.434
H -9.635 7.308 0.980
H -7.950 7.736 1.364
H -7.891 4.796 3.856
H -7.848 3.094 3.322
H -8.891 4.224 2.495
O 2.345 5.209 3.329
C 1.935 6.365 3.433
O 1.610 7.077 2.329
C 0.962 8.361 2.348
C 1.972 9.475 2.541
C 1.869 7.031 4.774
H 0.159 8.385 3.090
H 0.482 8.479 1.371
H 2.491 9.389 3.499
H 1.482 10.452 2.501
H 2.740 9.434 1.761
H 2.861 7.405 5.037
H 1.554 6.289 5.516
H 1.145 7.842 4.830
O 3.080 -9.677 -0.390
C 3.917 -9.448 -1.264
O 4.936 -10.311 -1.477
C 5.859 -10.229 -2.577
C 6.988 -9.265 -2.267
C 3.869 -8.171 -2.048
H 5.339 -9.986 -3.509
H 6.274 -11.234 -2.708
H 6.619 -8.248 -2.110
H 7.715 -9.246 -3.085
H 7.500 -9.560 -1.346
H 4.328 -7.373 -1.460
H 2.820 -7.920 -2.240
H 4.350 -8.232 -3.022
O 5.378 -2.644 -2.306
C 6.580 -2.736 -2.054
O 7.479 -1.979 -2.724
C 8.875 -1.882 -2.390
C 9.660 -3.025 -3.004
C 7.075 -3.746 -1.063
H 9.015 -1.806 -1.308
H 9.229 -0.937 -2.815
H 9.328 -3.994 -2.622
H 10.728 -2.917 -2.792
H 9.516 -3.047 -4.089
H 7.147 -4.721 -1.551
H 6.355 -3.806 -0.239
H 8.031 -3.490 -0.611
O -10.984 5.807 0.722
C -11.789 4.901 0.508
O -13.001 5.175 -0.028
C -13.939 4.181 -0.476
C -14.776 3.667 0.679
C -11.476 3.493 0.916
H -13.432 3.380 -1.021
H -14.595 4.679 -1.198
H -14.160 3.176 1.437
H -15.523 2.951 0.325
H -15.289 4.495 1.179
H -11.689 3.373 1.981
H -10.411 3.308 0.737
H -12.015 2.737 0.347
*
```

Mulliken atomic charge list, values in e, 2 entries: C -0.75; C -0.19

---

Formula: C37H39CeN2O3
Source: the OMol25 dataset
Level of theory: ωB97M-V with the def2-TZVPD basis set

As for the expectation value of S²: 0.751. The HOMO-LUMO gap (alpha / beta) comes out at 7.30 / 7.30 eV.

Structure (ORCA input):
```
! RIJCOSX wB97M-V def2-TZVPD def2/J DEFGRID3
* xyz 0 2
C 2.158 -0.176 0.854
C 2.382 -0.790 -0.416
C 2.392 0.242 -1.402
H 2.575 -1.849 -0.589
C 2.199 1.491 -0.739
C 2.061 1.236 0.658
H 2.180 2.471 -1.215
C -1.292 -2.112 0.817
C -0.125 -2.630 0.181
C -0.333 -2.581 -1.233
H 0.743 -3.047 0.677
C -1.621 -1.996 -1.470
C -2.217 -1.740 -0.192
H 2.599 0.107 -2.467
H 1.958 1.983 1.445
H 2.110 -0.682 1.815
H -3.242 -1.400 -0.030
H 0.302 -3.034 -2.004
H -1.488 -2.119 1.893
Ce -0.091 0.024 -0.410
C -2.342 -1.875 -2.811
C -3.740 -2.488 -2.673
C -1.576 -2.595 -3.929
H -3.672 -3.515 -2.301
H -4.246 -2.511 -3.645
H -4.364 -1.910 -1.981
H -1.556 -3.677 -3.730
H -0.541 -2.236 -4.028
H -2.087 -2.444 -4.895
C -2.561 -0.381 -3.212
C -1.334 0.447 -3.484
H -3.128 0.136 -2.408
H -3.189 -0.352 -4.126
O -0.468 0.656 -2.566
N -1.181 1.046 -4.662
C -0.176 2.131 -4.816
H -2.000 1.098 -5.270
C 1.189 1.600 -5.123
C 2.318 2.257 -4.617
H 2.169 3.148 -3.999
C 3.594 1.772 -4.890
H 4.464 2.289 -4.479
C 3.752 0.634 -5.691
H 4.753 0.260 -5.912
C 2.628 -0.016 -6.208
H 2.735 -0.906 -6.828
C 1.345 0.480 -5.935
H 0.455 -0.008 -6.341
H -0.157 2.722 -3.897
H -0.542 2.764 -5.630
C 3.642 0.998 4.744
C 2.587 -0.049 4.491
C 2.998 -1.373 4.339
C 2.080 -2.395 4.085
C 0.732 -2.088 3.984
C 0.291 -0.754 4.120
N -1.064 -0.538 3.900
C -1.874 0.588 4.182
C -2.294 0.839 5.498
C -3.209 1.850 5.774
C -3.721 2.628 4.737
C -3.329 2.387 3.415
C -2.397 1.392 3.141
C -1.936 1.152 1.733
O -2.707 1.091 0.744
O -0.647 0.958 1.600
C 1.221 0.286 4.390
C 0.780 1.700 4.508
H 3.670 1.756 3.948
H 3.480 1.514 5.700
H 4.637 0.535 4.785
H 4.062 -1.606 4.437
H 2.417 -3.425 3.980
H -0.002 -2.880 3.796
H -1.599 -1.365 3.649
H -1.882 0.230 6.300
H -3.519 2.039 6.803
H -4.437 3.425 4.940
H -3.744 2.953 2.578
H 0.258 2.023 3.600
H 0.097 1.827 5.354
H 1.622 2.374 4.664
*
```

Mulliken atomic charge list, values in e, 2 entries: C 0.50; C -1.36

---

In eV, the DFT total energy values for the records above are, in order, -110623.6466, -61057.2434.
In Eh/bohr, the largest force on an atom values for the records above are, in order, 0.1917, 0.0678.